No. 1
143
Properties=species:S:1:pos:R:3:lowdin_charge:R:1 method="wB97M-V/def2-TZVPD" charge=0 e_tot_ha=-3227.5588 lumo_energy_ev=0.5
N 2.18274 -0.12675 -3.96156 0.06
C 2.97684 0.39621 -4.83166 -0.20
C 4.29565 0.82629 -4.56531 -0.08
C 4.76128 0.71558 -3.27019 -0.07
C 3.87481 0.21850 -2.29032 -0.07
C 2.58603 -0.14250 -2.64644 -0.12
H 2.63886 0.37757 -5.87342 0.11
H 4.95458 1.26928 -5.35522 0.12
H 5.81062 0.94480 -3.00776 0.12
H 4.19454 0.04387 -1.28690 0.08
H 1.83106 -0.58617 -1.99166 0.09
N 2.39506 4.51590 -0.32452 0.07
C 2.64877 3.55464 -1.26512 -0.14
C 2.17220 3.65573 -2.54744 -0.08
C 1.40516 4.77019 -2.94470 -0.08
C 1.20101 5.79180 -2.03911 -0.07
C 1.66754 5.56090 -0.74600 -0.17
H 3.26684 2.66225 -0.98244 0.09
H 2.44468 2.82729 -3.25018 0.10
H 1.09248 4.95407 -3.97359 0.11
H 0.80044 6.78072 -2.15118 0.10
H 1.57476 6.37660 -0.00015 0.11
N 2.50819 5.52301 5.51633 0.04
C 1.37148 6.04499 5.08710 -0.19
C 0.93416 5.88670 3.80723 -0.08
C 1.75858 5.24777 2.88544 -0.08
C 2.96415 4.69267 3.29273 -0.04
C 3.25336 4.83784 4.67374 -0.16
H 0.74497 6.53798 5.84996 0.11
H -0.08203 6.17793 3.49461 0.09
H 1.47881 5.14337 1.83877 0.06
H 3.52343 3.96983 2.74316 0.06
H 4.14814 4.36456 5.05717 0.10
N -3.28248 3.11392 -3.93102 0.05
C -1.97260 3.32090 -4.10021 -0.17
C -1.08234 2.33321 -4.56705 -0.06
C -1.65488 1.09513 -4.93445 -0.08
C -2.97680 0.88646 -4.72825 -0.09
C -3.72908 1.91634 -4.21847 -0.18
H -1.69492 4.36215 -3.86025 0.10
H 0.01369 2.49999 -4.48977 0.09
H -0.96065 0.31959 -5.21102 0.09
H -3.30180 -0.12672 -4.63291 0.08
H -4.77986 1.76991 -3.94876 0.11
N -1.95726 -4.34941 5.39821 0.07
C -2.78244 -3.57335 6.13197 -0.16
C -2.98450 -2.27381 5.83834 -0.10
C -2.45262 -1.76532 4.67414 -0.11
C -1.59412 -2.51471 3.92666 -0.10
C -1.40192 -3.78380 4.33595 -0.18
H -3.25526 -4.06496 7.00186 0.11
H -3.59198 -1.58631 6.46929 0.12
H -2.68914 -0.73322 4.35457 0.12
H -1.18543 -1.98781 3.05325 0.10
H -0.76465 -4.47580 3.74205 0.12
N -2.02298 5.15660 1.87013 0.05
C -3.20660 5.73772 1.80766 -0.14
C -4.16261 5.42129 0.82015 -0.07
C -3.82708 4.57341 -0.18076 -0.09
C -2.61042 3.91425 -0.12596 -0.05
C -1.71629 4.31845 0.90549 -0.15
H -3.49854 6.48277 2.52172 0.10
H -5.11532 5.95658 0.88031 0.11
H -4.42651 4.48219 -1.03248 0.09
H -2.23299 3.27848 -0.90211 0.07
H -0.68517 3.87430 0.88911 0.10
N -0.82617 0.00298 -1.70879 0.08
C -0.43351 0.97722 -0.95120 -0.18
C 0.16650 0.78866 0.30870 -0.07
C 0.20351 -0.45283 0.85521 -0.10
C -0.08204 -1.55309 0.03480 -0.04
C -0.56957 -1.23930 -1.25637 -0.15
H -0.47488 1.93945 -1.44255 0.09
H 0.61855 1.61822 0.86026 0.10
H 0.67388 -0.56455 1.85555 0.07
H 0.12984 -2.59567 0.20105 0.07
H -0.82271 -2.00025 -1.94243 0.08
N 3.67353 1.56084 1.50226 0.07
C 4.87898 2.04573 1.29526 -0.17
C 5.99591 1.28885 1.59034 -0.08
C 5.92498 -0.06674 1.74454 -0.08
C 4.64344 -0.56968 1.82050 -0.06
C 3.53657 0.27803 1.70539 -0.15
H 4.90063 3.09305 1.05826 0.10
H 6.89596 1.87208 1.69940 0.10
H 6.82765 -0.70178 1.94250 0.13
H 4.46953 -1.59150 2.04655 0.09
H 2.51528 -0.05064 1.85742 0.06
N -4.94313 -2.33498 0.81095 0.06
C -4.59976 -1.38287 1.69405 -0.16
C -4.11904 -0.14898 1.34680 -0.08
C -3.83698 0.16138 0.00898 -0.06
C -4.08047 -0.85457 -0.91209 -0.05
C -4.68700 -2.07769 -0.46311 -0.16
H -4.66745 -1.66649 2.75050 0.10
H -3.91005 0.56096 2.14453 0.10
H -3.50582 1.13950 -0.32807 0.09
H -3.83997 -0.73443 -1.95881 0.08
H -4.89223 -2.86876 -1.17611 0.08
N -3.15495 -2.88824 -4.33675 0.05
C -3.66659 -3.75647 -3.49483 -0.18
C -3.00083 -4.87198 -2.99021 -0.06
C -1.70483 -5.03485 -3.41993 -0.09
C -1.16181 -4.15473 -4.33778 -0.07
C -1.91009 -3.02938 -4.73917 -0.14
H -4.74183 -3.66254 -3.32384 0.10
H -3.34447 -5.37513 -2.07252 0.10
H -1.04937 -5.77670 -2.97918 0.09
H -0.17973 -4.42061 -4.76826 0.11
H -1.48409 -2.33326 -5.45584 0.10
N -1.03674 -4.60371 -0.22987 0.06
C -2.30378 -4.39221 0.24341 -0.13
C -3.05294 -5.43845 0.75812 -0.07
C -2.45870 -6.71318 0.80514 -0.07
C -1.20992 -6.93280 0.22863 -0.04
C -0.50021 -5.79354 -0.21614 -0.17
H -2.70913 -3.40078 0.17181 0.07
H -3.98096 -5.33352 1.28727 0.10
H -3.02091 -7.46290 1.29910 0.09
H -0.82785 -7.94022 0.26539 0.10
H 0.49628 -5.97650 -0.60624 0.08
N 1.90439 -5.74320 -2.51226 0.06
C 2.75829 -6.34522 -3.35516 -0.13
C 3.44282 -5.54703 -4.25998 -0.10
C 3.23465 -4.20431 -4.34293 -0.06
C 2.19083 -3.64081 -3.57277 -0.07
C 1.64407 -4.44486 -2.63936 -0.19
H 2.95471 -7.42558 -3.20265 0.12
H 4.16206 -6.04236 -4.95713 0.12
H 3.84499 -3.56400 -4.99969 0.11
H 1.90414 -2.61651 -3.59283 0.07
H 0.89443 -3.96791 -2.02830 0.08
N 1.00220 0.56456 3.91188 0.07
C 0.82376 1.85669 4.23541 -0.13
C 0.90458 2.31735 5.49348 -0.05
C 1.12450 1.42523 6.54364 -0.06
C 1.25414 0.09791 6.27037 -0.05
C 1.20148 -0.25046 4.91003 -0.17
H 0.62381 2.48787 3.44130 0.08
H 0.85913 3.35086 5.71344 0.08
H 1.13092 1.75836 7.52885 0.09
H 1.36618 -0.72629 6.97911 0.11
H 1.21974 -1.31259 4.65415 0.10


No. 2
22
Properties=species:S:1:pos:R:3:lowdin_charge:R:1 method="wB97M-V/def2-TZVPD" charge=+2 e_tot_ha=-3139.6489 lumo_energy_ev=-9.8
C -1.05533 2.36886 -0.36024 -0.07
C 0.99664 0.65145 0.24723 -0.09
C 1.71235 -0.51758 0.01352 -0.62
C 1.12266 2.11254 0.38021 -0.28
C -1.38586 -2.18260 0.25550 0.08
C 0.93788 -1.71061 -0.45312 -0.11
C -0.49444 -1.19094 -0.49701 -0.21
N 0.11942 2.81907 -0.08970 0.16
N -1.44775 1.09308 -0.27636 0.12
N 2.08366 2.70793 1.05023 0.26
N -0.46147 0.18521 0.10915 -0.04
O -1.43050 -2.20822 1.50775 0.24
Br 3.59075 -0.34104 0.02521 0.90
H -1.81497 3.12537 -0.45732 0.16
H -1.72689 -3.05442 -0.29747 0.18
H 1.42581 -1.87612 -1.51567 0.19
H 1.10006 -2.62500 0.28992 0.19
H -0.95878 -1.10141 -1.59138 0.21
H -2.36774 0.76718 -0.34717 0.16
H 2.99531 2.29963 1.30521 0.13
H 2.14606 3.72429 1.20140 0.17
H -1.36638 -1.34474 2.07099 0.25


No. 3
120
Properties=species:S:1:pos:R:3:lowdin_charge:R:1 method="wB97M-V/def2-TZVPD" charge=+1 e_tot_ha=-9185.3552 lumo_energy_ev=-3.0
C -3.45188 7.03861 -5.47706 -0.11
C -2.40374 6.04494 -4.73335 -0.23
C -3.28825 5.01912 -3.85542 -0.20
C -2.58747 3.61958 -3.57650 -0.19
C -1.87462 3.38154 -2.18034 -0.15
N -0.40863 3.64581 -2.05229 -0.12
C -0.24104 5.15710 -2.15379 -0.16
C -1.21127 6.19546 -1.50314 -0.07
C 0.37048 3.15889 -3.27922 -0.32
P 0.27242 1.35536 -3.82475 0.73
O 0.51391 1.38120 -5.54218 -0.37
Cl -1.64104 0.47410 -3.82062 0.31
C 1.95499 3.48051 -3.14526 -0.27
C 2.80683 3.11871 -4.45348 -0.11
C 3.57377 1.72569 -4.37619 -0.19
C 4.05331 1.19758 -5.80961 -0.73
F 3.17860 1.53289 -6.85581 -0.07
Br 5.84028 1.98757 -6.17718 0.82
C 4.20899 -0.39355 -5.80464 -0.81
F 5.14571 -0.74253 -6.79651 -0.05
F 4.73734 -0.78072 -4.57581 0.02
Br 2.50879 -1.28587 -6.22638 0.83
O 2.39254 2.60041 -2.10186 -0.16
C 1.85520 3.16572 -0.87368 -0.31
S 2.88070 2.43495 0.44059 0.77
C 4.62378 2.77644 -0.20303 -0.11
O 2.91430 3.11235 1.77388 -0.33
O 2.90126 0.95414 0.62025 -0.32
C 0.23470 3.05219 -0.77705 -0.25
C -0.02905 3.96967 0.52171 -0.12
C -1.51735 4.06465 1.04019 -0.29
C -1.46890 4.25485 2.65040 -0.58
I -3.15480 5.58245 3.18056 0.72
C 0.01851 1.50694 -0.55169 -0.03
B -0.33055 0.85993 0.86162 -0.55
O -0.53996 -0.58752 0.82118 0.06
O -0.42773 1.39589 2.15742 0.14
H -4.52745 6.74914 -5.30246 0.07
H -3.33131 8.07164 -5.00664 0.08
H -3.23680 7.09039 -6.58120 0.08
H -1.75110 6.71837 -4.11242 0.07
H -1.85607 5.51554 -5.57138 0.11
H -4.15434 4.78632 -4.56760 0.12
H -3.78829 5.50586 -2.97046 0.12
H -3.46307 2.88004 -3.60959 0.12
H -2.01148 3.35495 -4.50859 0.09
H -2.53473 3.92872 -1.42656 0.14
H -2.18844 2.32182 -1.89149 0.11
H -0.15751 5.51993 -3.23397 0.13
H 0.76173 5.51370 -1.73638 0.13
H -1.04710 7.20460 -2.01627 0.11
H -2.31578 6.03283 -1.50288 0.07
H -0.93253 6.41484 -0.41719 0.09
H 0.07934 3.70838 -4.23550 0.12
H -0.03406 2.09473 -5.93078 0.06
H 2.19173 4.57051 -2.99349 0.16
H 3.64459 3.89121 -4.55655 0.13
H 2.21176 3.25814 -5.41671 0.12
H 4.53568 1.92257 -3.80016 0.11
H 3.01399 0.89382 -3.86430 0.09
H 2.20574 4.25649 -0.87879 0.15
H 4.61787 3.73405 -0.80836 0.07
H 5.03106 1.88505 -0.75703 0.08
H 5.31958 2.95497 0.68160 0.09
H 0.47137 4.99365 0.42345 0.13
H 0.53413 3.54728 1.42454 0.11
H -2.14724 3.12975 0.88073 0.12
H -2.13458 4.93070 0.67861 0.03
H -0.51039 4.76349 2.96125 0.07
H -1.67874 3.29929 3.20418 0.04
H -0.75402 1.00608 -1.23790 0.09
H 0.94467 0.92797 -0.91055 0.13
H 0.33874 -1.00963 0.87899 0.12
H -0.15079 0.76993 2.85073 0.14
C -3.52334 -1.24108 1.73889 -0.11
O -4.22455 -2.44898 1.95458 -0.20
C -4.11960 -3.33900 0.84894 -0.19
C -4.25465 -4.78354 1.30976 -0.17
O -3.07118 -5.29530 1.92075 -0.13
C -2.77629 -4.81159 3.23138 -0.17
C -3.71085 -5.35847 4.30108 -0.19
O -4.95114 -4.65978 4.28469 -0.21
C -6.02181 -5.44966 4.76029 -0.11
H -3.95681 -0.68997 0.89750 0.09
H -3.60373 -0.63505 2.64304 0.09
H -2.46541 -1.43891 1.55515 0.06
H -3.15904 -3.21037 0.33729 0.13
H -4.93363 -3.09850 0.15408 0.13
H -4.41170 -5.40316 0.42226 0.13
H -5.12450 -4.92716 1.95141 0.12
H -2.73006 -3.72193 3.24875 0.12
H -1.76760 -5.17371 3.45028 0.10
H -3.26333 -5.20900 5.29083 0.13
H -3.86710 -6.43017 4.13516 0.13
H -6.13551 -6.35304 4.15102 0.09
H -6.93875 -4.86514 4.67755 0.09
H -5.86513 -5.72043 5.80965 0.09
C 0.86345 -6.69561 2.20488 -0.11
O 1.93996 -6.14434 2.93871 -0.20
C 1.50163 -5.23675 3.94212 -0.20
C 2.49652 -5.18968 5.09378 -0.18
O 2.40083 -6.30981 5.97113 -0.13
C 2.90358 -7.54974 5.47135 -0.17
C 4.42247 -7.59599 5.38379 -0.19
O 4.87772 -6.90513 4.22444 -0.21
C 6.18037 -6.38365 4.38434 -0.11
H 0.33163 -5.91287 1.65643 0.08
H 1.26975 -7.41726 1.49544 0.09
H 0.17437 -7.22457 2.87190 0.09
H 0.51734 -5.52813 4.32553 0.11
H 1.42940 -4.24406 3.47955 0.12
H 2.25181 -4.31962 5.71021 0.13
H 3.51953 -5.04889 4.74293 0.12
H 2.43352 -7.81245 4.52316 0.12
H 2.58766 -8.30145 6.19993 0.13
H 4.75334 -8.63745 5.29609 0.13
H 4.85316 -7.15708 6.29067 0.13
H 6.21618 -5.68612 5.22859 0.09
H 6.44110 -5.83563 3.47807 0.09
H 6.90413 -7.19192 4.53277 0.09